[1]
C4H7N3O | the ωB97M-V functional and the def2-TZVPD basis

CARTESIAN COORDINATES (ANGSTROEM)
C  0.646  0.018  -0.733
C  0.786  -1.549  -0.506
C  -0.115  -0.803  0.511
C  -0.561  0.878  -0.585
H  2.764  0.375  -0.766
H  0.465  -2.410  -0.979
H  1.862  -1.872  -0.302
H  -1.159  -1.161  0.034
H  -0.899  -0.174  2.443
H  -0.859  2.034  1.323
H  -2.210  1.800  -1.234
N  -0.153  -0.016  1.673
N  -0.915  1.030  0.757
N  -1.409  1.172  -1.562
O  1.756  0.679  -0.074

Properties
Net charge: 0
E_HOMO, Eh: -0.307
Energy relative to the best compared isomer or geometry (same formula, charge and spin), kcal/mol: 211.0
Orbital gap, eV: 8.74
Spin multiplicity: 1
LUMO, eV: 0.4
DFT total energy, Ha: -395.8122



[2]
C4H7N3O | the ωB97M-V functional and the def2-TZVPD basis

CARTESIAN COORDINATES (ANGSTROEM)
H  -2.898  -1.039  1.159
N  -2.399  -0.875  0.285
C  -1.248  -0.432  0.393
N  -0.077  -0.211  1.191
N  0.207  0.716  2.215
C  -0.073  0.177  -0.234
O  -0.185  1.508  -0.571
C  0.729  -0.735  -1.112
C  1.252  -0.332  -2.259
H  0.718  0.227  2.946
H  -0.647  1.103  2.612
H  0.695  1.901  -0.467
H  0.958  -1.693  -0.670
H  1.063  0.652  -2.657
H  1.906  -0.967  -2.830

Properties
Net charge: 0
E_HOMO, Eh: -0.337
Energy relative to the best compared isomer or geometry (same formula, charge and spin), kcal/mol: 96.1
Orbital gap, eV: 9.83
Spin multiplicity: 1
LUMO, eV: 0.7
DFT total energy, Ha: -395.9953



[3]
C4H7N3O | the ωB97M-V functional and the def2-TZVPD basis

CARTESIAN COORDINATES (ANGSTROEM)
H  -1.456  -1.400  -0.899
N  -0.596  -0.874  -1.031
C  0.158  -0.748  -0.018
N  0.186  -1.496  1.111
C  1.118  0.478  0.045
C  1.374  1.109  -1.286
O  1.763  0.686  1.044
H  0.789  -1.175  1.854
H  -0.599  -2.083  1.345
H  1.846  2.080  -1.165
H  0.449  1.154  -1.853
H  2.051  0.460  -1.841
C  -2.338  0.583  0.848
N  -2.109  0.108  1.865
H  -2.635  1.118  -0.018

Properties
Net charge: 0
E_HOMO, Eh: -0.346
Energy relative to the best compared isomer or geometry (same formula, charge and spin), kcal/mol: 35.0
Orbital gap, eV: 9.82
Spin multiplicity: 1
LUMO, eV: 0.4
DFT total energy, Ha: -396.0926



[4]
C4H7N3O | the ωB97M-V functional and the def2-TZVPD basis

CARTESIAN COORDINATES (ANGSTROEM)
C  -1.054  -1.325  1.857
C  0.138  -0.234  1.616
N  -0.450  0.637  0.397
C  -0.011  0.775  -0.744
C  -0.506  1.873  -1.703
N  -0.278  3.047  -2.122
N  0.682  -0.098  -1.587
O  0.988  0.264  -2.986
H  -1.970  -0.751  2.220
H  -1.363  -1.726  0.808
H  -0.661  -2.278  2.295
H  0.941  -1.002  1.595
H  0.456  0.377  2.587
H  1.432  -0.678  -1.279
H  1.656  1.121  -2.955

Properties
Net charge: 0
E_HOMO, Eh: -0.366
Energy relative to the best compared isomer or geometry (same formula, charge and spin), kcal/mol: 149.7
Orbital gap, eV: 10.19
Spin multiplicity: 1
LUMO, eV: 0.2
DFT total energy, Ha: -395.9099



[5]
C4H7N3O | the ωB97M-V functional and the def2-TZVPD basis

CARTESIAN COORDINATES (ANGSTROEM)
C  -0.383  1.142  -0.871
C  -0.699  0.237  -1.687
C  0.004  -0.718  0.180
C  0.326  -1.545  1.291
H  1.084  3.106  -1.412
H  -1.079  2.981  0.601
H  -0.622  -0.016  -2.825
H  -1.131  -2.133  -1.127
H  0.432  -2.900  1.024
H  -0.723  -1.550  1.938
H  1.557  -0.093  1.573
N  -0.496  2.550  -0.906
N  -0.396  -1.111  -1.001
N  0.128  0.546  0.410
O  1.294  -0.998  2.154

Properties
Net charge: 0
E_HOMO, Eh: -0.336
Energy relative to the best compared isomer or geometry (same formula, charge and spin), kcal/mol: 257.3
Orbital gap, eV: 7.97
Spin multiplicity: 1
LUMO, eV: -1.2
DFT total energy, Ha: -395.7384



[6]
C4H7N3O | the ωB97M-V functional and the def2-TZVPD basis

CARTESIAN COORDINATES (ANGSTROEM)
H  3.292  -1.855  -0.067
N  3.337  -0.761  -0.201
C  2.280  -0.095  -0.076
N  0.898  -0.616  0.279
C  -0.241  0.196  0.128
C  -0.146  1.516  0.119
N  -1.441  -0.563  -0.196
C  -2.734  -0.087  -0.100
O  -3.698  -0.868  0.032
H  2.439  0.999  -0.029
H  0.777  -1.563  0.671
H  0.732  2.181  0.066
H  -1.049  2.017  -0.259
H  -1.562  -1.553  0.003
H  -2.883  1.051  -0.369

Properties
Net charge: 0
E_HOMO, Eh: -0.327
Energy relative to the best compared isomer or geometry (same formula, charge and spin), kcal/mol: 54.5
Orbital gap, eV: 9.65
Spin multiplicity: 1
LUMO, eV: 0.7
DFT total energy, Ha: -396.0615



[7]
C4H7N3O2 | the ωB97M-V functional and the def2-TZVPD basis

CARTESIAN COORDINATES (ANGSTROEM)
C  0.282  -2.530  1.057
C  0.376  1.162  0.229
C  0.598  2.508  0.880
C  0.196  -1.570  -0.008
N  0.425  -3.006  2.075
N  -0.953  -0.843  -2.025
N  -0.791  -1.658  -0.870
O  0.571  0.990  -0.982
O  -0.060  0.131  0.925
H  0.814  3.342  0.198
H  1.389  2.271  1.711
H  -0.304  2.838  1.465
H  1.143  -1.176  -0.374
H  -0.199  -0.220  -1.998
H  -1.815  -0.256  -1.849
H  -1.673  -1.984  -0.433

Properties
Net charge: 0
E_HOMO, Eh: -0.345
Energy relative to the best compared isomer or geometry (same formula, charge and spin), kcal/mol: 82.3
Orbital gap, eV: 9.20
Spin multiplicity: 1
LUMO, eV: -0.2
DFT total energy, Ha: -471.2719



[8]
C4H7N3O2 | the ωB97M-V functional and the def2-TZVPD basis

CARTESIAN COORDINATES (ANGSTROEM)
H  -0.195  -1.281  2.189
N  -1.068  -0.951  1.710
C  -0.944  -0.162  0.695
N  -1.854  0.349  -0.269
C  -1.264  1.156  -1.377
C  0.062  1.863  -0.798
O  0.895  0.548  -0.704
C  0.408  -0.294  0.119
N  1.022  -1.466  0.571
O  2.392  -1.453  0.369
H  -2.887  0.548  0.185
H  -1.951  2.026  -1.790
H  -1.022  0.571  -2.405
H  -0.039  2.561  0.139
H  0.941  2.425  -1.431
H  2.595  -0.512  -0.131

Properties
Net charge: 0
E_HOMO, Eh: -0.305
Energy relative to the best compared isomer or geometry (same formula, charge and spin), kcal/mol: 154.1
Orbital gap, eV: 8.75
Spin multiplicity: 1
LUMO, eV: 0.5
DFT total energy, Ha: -471.1574